Entry 1:
{
  "formula": "C25H26N4O4",
  "method": "ωB97M-V/def2-TZVPD",
  "elements": ["C", "C", "C", "C", "C", "O", "N", "C", "C", "C", "C", "C", "C", "N", "O", "C", "C", "C", "C", "C", "N", "O", "N", "C", "O", "C", "C", "C", "C", "C", "C", "C", "C", "H", "H", "H", "H", "H", "H", "H", "H", "H", "H", "H", "H", "H", "H", "H", "H", "H", "H", "H", "H", "H", "H", "H", "H", "H", "H"],
  "xyz": [[-6.745, -2.398, 0.646], [-7.464, -1.205, 1.187], [-7.286, 0.066, 0.838], [-8.121, 1.190, 1.374], [-6.285, 0.508, -0.185], [-6.587, 1.183, -1.145], [-5.012, 0.099, 0.109], [-3.832, 0.306, -0.605], [-3.789, 1.010, -1.808], [-2.581, 1.168, -2.463], [-1.412, 0.639, -1.947], [-1.445, -0.066, -0.744], [-0.243, -0.639, -0.172], [-0.239, -1.270, 0.936], [1.002, -1.717, 1.256], [1.955, -1.331, 0.251], [1.130, -0.577, -0.803], [2.729, -2.541, -0.282], [4.090, -1.984, -0.694], [5.254, -2.878, -0.204], [6.428, -2.540, -0.758], [5.098, -3.783, 0.584], [4.171, -0.666, -0.062], [4.989, 0.284, -0.555], [5.754, 0.051, -1.485], [4.934, 1.625, 0.091], [4.793, 2.750, -0.713], [4.783, 4.012, -0.146], [4.938, 4.158, 1.222], [5.106, 3.040, 2.024], [5.102, 1.775, 1.463], [3.083, -0.488, 0.869], [-2.660, -0.227, -0.081], [-6.099, -2.833, 1.411], [-6.146, -2.157, -0.228], [-7.471, -3.161, 0.367], [-8.229, -1.435, 1.919], [-7.506, 1.873, 1.960], [-8.929, 0.817, 1.998], [-8.536, 1.753, 0.540], [-4.899, -0.432, 0.962], [-4.695, 1.423, -2.217], [-2.554, 1.714, -3.394], [-0.481, 0.774, -2.476], [1.139, -1.076, -1.774], [1.466, 0.453, -0.937], [2.216, -3.042, -1.100], [2.872, -3.258, 0.531], [4.192, -1.854, -1.778], [7.263, -3.014, -0.454], [6.501, -1.684, -1.298], [4.690, 2.624, -1.781], [4.662, 4.882, -0.774], [4.936, 5.143, 1.664], [5.242, 3.154, 3.089], [5.249, 0.905, 2.086], [2.818, 0.563, 0.985], [3.332, -0.910, 1.850], [-2.668, -0.777, 0.848]],
  "atomic_forces_ev_per_a": [[-0.019, 0.004, -0.033], [0.111, 0.019, -0.109], [-0.347, 0.063, 0.142], [0.024, -0.022, -0.062], [0.180, -0.340, 0.245], [-0.082, 0.147, -0.135], [0.063, -0.139, 0.313], [0.351, 0.086, -0.273], [-0.120, 0.091, -0.116], [-0.021, -0.031, 0.056], [0.134, -0.146, 0.209], [-0.724, 0.240, -0.169], [1.030, -0.284, 0.164], [-0.869, 0.323, -0.187], [0.662, -0.237, 0.167], [0.318, 0.131, -0.378], [-0.095, -0.131, 0.271], [-0.086, 0.062, 0.224], [0.120, -0.390, -0.207], [-0.260, 0.252, -0.349], [0.599, 0.038, -0.186], [-0.085, -0.306, 0.319], [-0.060, -0.066, -0.051], [0.028, 0.002, 0.020], [0.002, 0.199, -0.235], [0.145, 0.294, 0.051], [-0.014, -0.166, -0.006], [-0.020, 0.045, -0.027], [0.009, 0.033, 0.028], [0.010, 0.025, 0.090], [-0.012, -0.034, -0.159], [-0.545, 0.023, 0.433], [0.014, 0.100, -0.180], [0.068, -0.103, -0.002], [0.047, -0.082, -0.037], [0.016, -0.089, -0.027], [-0.106, 0.123, 0.082], [-0.014, 0.101, 0.045], [-0.041, -0.011, 0.052], [-0.061, 0.070, 0.007], [-0.165, 0.122, -0.127], [-0.013, 0.006, -0.001], [-0.012, 0.045, -0.073], [0.121, 0.001, -0.044], [0.013, 0.049, -0.038], [0.000, 0.023, -0.065], [-0.011, -0.005, -0.010], [-0.007, 0.054, -0.072], [-0.020, 0.010, 0.149], [-0.094, -0.020, 0.049], [-0.052, -0.104, 0.071], [0.018, -0.009, -0.099], [-0.014, 0.066, -0.048], [-0.001, 0.076, 0.037], [0.019, 0.011, 0.082], [-0.015, -0.095, 0.079], [-0.003, -0.131, 0.007], [-0.058, 0.073, -0.024], [-0.058, -0.069, 0.136]],
  "spin_multiplicity": 1,
  "smiles": "C/C=C(/C)C(=O)Nc1cccc(C2=NO[C@]3(C2)C[C@H](C(N)=O)N(C(=O)c2ccccc2)C3)c1",
  "de_lowest_kj_mol": 186.00,
  "homo_lumo_gap_ha": 0.334,
  "lumo_ha": 0.0172,
  "homo_energy_ev": -8.6
}

Entry 2:
{
  "formula": "C4H8FN2",
  "method": "ωB97M-V/def2-TZVPD",
  "elements": ["C", "C", "C", "C", "N", "N", "F", "H", "H", "H", "H", "H", "H", "H", "H"],
  "xyz": [[2.928, 0.884, 0.251], [2.057, -0.072, -0.029], [-0.324, 0.204, -0.063], [-2.263, -1.175, 0.077], [-0.796, -0.944, 0.107], [-0.727, 1.385, -0.166], [2.227, -1.287, -0.311], [3.937, 0.666, -0.050], [2.879, 1.964, 0.286], [-2.683, -1.082, -0.957], [-2.351, -2.259, 0.488], [-2.651, -0.351, 0.833], [-0.274, -1.787, -0.049], [-0.185, 2.204, -0.374], [-1.774, 1.650, -0.042]],
  "atomic_forces_ev_per_a": [[-0.457, -0.263, -1.501], [-2.367, 3.346, 0.590], [8.035, -0.950, -0.161], [-0.356, -0.128, 1.964], [-2.786, -1.751, -0.521], [-4.908, 3.144, 0.339], [-0.114, -1.636, -0.264], [0.590, -0.824, 0.362], [-1.124, -0.133, 0.552], [0.314, -0.031, 1.014], [-0.542, 2.147, -0.654], [0.030, -2.110, -1.615], [0.824, 0.172, 0.175], [0.713, -0.240, 0.071], [2.148, -0.746, -0.351]],
  "total_charge": 1,
  "spin_multiplicity": 1,
  "de_lowest_kj_mol": 456.93,
  "homo_lumo_gap_ha": 0.351,
  "lumo_ha": -0.1733,
  "homo_energy_ev": -14.3
}

Entry 3:
{
  "formula": "C35H64Cl13N6O3",
  "method": "ωB97M-V/def2-TZVPD",
  "elements": ["C", "C", "C", "Cl", "N", "O", "C", "N", "C", "N", "N", "C", "C", "O", "Cl", "C", "C", "C", "C", "C", "N", "C", "C", "C", "O", "C", "Cl", "C", "C", "C", "C", "N", "C", "C", "C", "C", "C", "H", "H", "H", "H", "H", "H", "H", "H", "H", "H", "H", "H", "H", "H", "H", "H", "H", "H", "H", "H", "H", "H", "H", "H", "H", "H", "H", "H", "H", "H", "H", "H", "H", "H", "H", "H", "H", "H", "H", "H", "H", "H", "H", "H", "Cl", "C", "C", "Cl", "H", "H", "H", "H", "Cl", "C", "C", "Cl", "H", "H", "H", "H", "Cl", "C", "C", "Cl", "H", "H", "H", "H", "Cl", "C", "C", "Cl", "H", "H", "H", "H", "Cl", "C", "C", "Cl", "H", "H", "H", "H"],
  "xyz": [[-3.308, -1.893, 3.980], [-2.188, -1.389, 3.485], [-0.973, -0.680, 2.640], [0.382, -1.948, 2.833], [-0.587, 0.453, 3.532], [-1.508, 0.758, 4.483], [0.012, 1.609, 2.863], [1.062, 2.234, 3.436], [1.810, 3.390, 2.844], [3.137, 3.038, 2.245], [-0.494, 1.994, 1.557], [-1.339, 3.159, 1.485], [-1.703, 3.855, 2.931], [-2.643, 3.413, 3.690], [-0.844, 5.369, 3.565], [-0.439, 0.940, 0.499], [1.156, 0.599, 0.485], [1.809, -0.074, -0.801], [3.441, -0.065, -0.538], [4.006, -1.604, -0.578], [4.192, -2.135, -1.970], [5.552, -2.813, -2.109], [3.225, -3.274, -2.238], [2.062, -3.081, -3.336], [3.380, -4.389, -1.606], [-0.876, 1.558, -0.898], [0.325, 2.916, -1.428], [-1.026, 0.631, -2.204], [-0.518, 1.311, -3.606], [-1.366, -0.297, 1.107], [-2.917, 0.272, 1.254], [-3.984, -0.744, 1.008], [-1.475, -1.556, 0.105], [-1.846, -3.005, 0.642], [-2.371, -3.874, -0.663], [-1.958, -5.438, -0.583], [-3.004, -6.296, 0.310], [-4.299, -2.345, 4.370], [-0.970, 1.042, 5.278], [1.397, 1.887, 4.366], [1.999, 4.155, 3.693], [1.219, 3.962, 2.021], [3.315, 3.773, 1.520], [3.894, 3.162, 2.942], [-2.386, 3.065, 0.974], [-0.806, 4.020, 0.895], [1.698, 1.630, 0.613], [1.542, -0.020, 1.372], [1.562, -1.179, -0.998], [1.684, 0.484, -1.802], [4.007, 0.509, -1.374], [3.712, 0.341, 0.505], [5.055, -1.630, -0.071], [3.318, -2.325, 0.014], [5.807, -3.476, -1.196], [5.551, -3.533, -3.030], [6.410, -2.056, -2.263], [2.132, -3.905, -4.138], [1.060, -3.055, -2.767], [2.204, -2.072, -3.903], [-1.892, 2.138, -0.915], [-2.159, 0.406, -2.397], [-0.522, -0.399, -2.168], [-1.018, 2.319, -3.835], [-0.904, 0.578, -4.434], [0.632, 1.307, -3.721], [-3.058, 0.861, 2.257], [-3.154, 1.096, 0.455], [-4.381, -0.688, 0.054], [-4.795, -0.626, 1.642], [-2.213, -1.346, -0.778], [-0.434, -1.644, -0.423], [-2.746, -3.058, 1.383], [-0.954, -3.638, 1.054], [-3.537, -3.819, -0.641], [-2.035, -3.380, -1.649], [-0.870, -5.476, -0.202], [-2.027, -5.849, -1.676], [-3.944, -5.699, 0.623], [-3.397, -7.201, -0.314], [-2.456, -6.661, 1.260], [-1.837, -2.113, -3.961], [-1.457, -3.171, -5.344], [-2.106, -4.537, -5.215], [-1.395, -5.504, -3.896], [-0.371, -3.247, -5.423], [-1.828, -2.666, -6.239], [-1.961, -5.104, -6.136], [-3.181, -4.456, -5.032], [5.211, 4.307, 5.692], [4.584, 5.958, 5.934], [3.230, 5.961, 6.617], [1.948, 5.303, 5.569], [4.544, 6.451, 4.960], [5.314, 6.485, 6.553], [2.942, 6.985, 6.865], [3.245, 5.379, 7.541], [-0.260, 2.211, 7.084], [-0.704, 2.319, 8.808], [-2.181, 2.059, 9.036], [-3.201, 3.364, 8.382], [-0.408, 3.305, 9.172], [-0.109, 1.569, 9.334], [-2.385, 2.003, 10.107], [-2.499, 1.119, 8.580], [-4.202, 6.005, -3.245], [-2.567, 5.470, -3.709], [-2.487, 5.077, -5.172], [-3.398, 3.587, -5.520], [-2.283, 4.643, -3.055], [-1.893, 6.307, -3.513], [-1.447, 4.884, -5.447], [-2.869, 5.867, -5.823], [0.067, -4.904, -7.548], [1.335, -4.154, -8.552], [2.435, -3.530, -7.716], [1.870, -2.093, -6.829], [0.860, -3.418, -9.203], [1.750, -4.946, -9.180], [3.251, -3.201, -8.364], [2.842, -4.240, -6.991]],
  "atomic_forces_ev_per_a": [[5.994, 2.715, -2.874], [-6.174, -2.287, 1.250], [-1.880, -1.388, 1.837], [-0.429, 0.849, -0.527], [2.677, 0.417, -2.780], [0.038, 1.536, 1.943], [-0.004, -0.053, -0.636], [-1.875, -1.075, -1.005], [0.917, 2.696, -0.343], [-0.518, 0.839, 0.197], [0.690, -0.073, 2.291], [-0.656, 4.113, -0.211], [-4.585, -2.387, 3.554], [5.258, 2.213, -4.480], [-0.592, -1.574, -1.168], [0.926, -1.420, 0.938], [0.842, 0.573, -0.817], [1.979, -0.007, -0.446], [0.147, -1.508, -0.362], [0.419, 0.588, 0.989], [-0.180, -1.963, -0.193], [0.941, -0.725, -0.321], [0.378, -3.573, 1.885], [0.866, 0.977, 0.183], [-1.083, 5.170, -3.078], [-1.235, 0.538, -1.565], [-0.566, -0.481, 1.239], [-0.335, -0.593, -1.486], [-0.646, -1.389, -0.594], [-2.152, -0.004, -0.731], [-0.737, 1.938, -0.590], [-0.424, 0.461, 0.382], [1.258, -0.369, -0.732], [-0.830, -1.811, -0.706], [-0.573, 0.045, 0.556], [-0.874, 0.658, -0.855], [0.340, -0.280, -0.038], [2.465, 0.992, -0.793], [-1.012, -0.706, -0.655], [-0.562, 0.302, -1.118], [-0.790, -1.638, -1.428], [0.609, -1.552, 1.622], [-0.184, -1.097, 0.760], [-0.713, -0.176, -0.446], [1.926, -0.427, 1.172], [-0.894, -1.498, 0.918], [-1.091, -1.919, -0.381], [-1.123, 0.747, -1.037], [-0.083, 1.710, 0.540], [-0.294, -0.709, 1.822], [-1.040, -0.831, 1.581], [-0.522, -0.370, -1.636], [-1.865, 0.113, -0.768], [1.074, 1.289, -0.729], [-0.499, 1.067, -1.377], [-0.074, 1.484, 1.610], [-1.612, -0.954, 0.287], [-0.333, 1.039, 1.608], [1.455, -0.348, -1.087], [-0.209, -1.758, 1.235], [2.053, -1.068, 0.652], [1.973, 0.468, 0.690], [-0.635, 1.750, 0.328], [1.014, -1.459, 0.516], [0.654, 1.307, 1.513], [-1.956, 0.354, 0.390], [0.203, -1.443, -1.628], [1.156, -1.277, 1.258], [0.643, 0.123, 0.832], [1.020, -0.046, -0.373], [1.250, 0.032, 1.918], [-1.825, -0.001, 1.001], [2.040, 0.520, -1.175], [-1.500, 1.639, -0.541], [1.963, -0.031, -0.247], [-0.279, -0.941, 1.575], [-1.739, -0.286, -0.615], [0.368, 0.752, 2.394], [1.657, -0.768, -0.493], [0.856, 1.517, 1.321], [-1.160, 0.381, -1.479], [-0.023, 0.065, 0.056], [0.051, -0.313, -0.303], [-0.167, 0.122, -0.147], [0.098, 0.175, -0.380], [-0.226, 0.030, 0.143], [0.002, -0.097, 0.112], [-0.069, 0.146, 0.168], [0.195, 0.030, 0.074], [-0.069, -0.077, -0.094], [-0.080, 0.265, 0.046], [0.367, 0.198, 0.290], [-0.083, 0.178, 0.367], [-0.047, -0.130, 0.132], [-0.140, -0.096, -0.006], [0.040, -0.103, -0.122], [-0.004, -0.004, -0.229], [0.217, 0.228, -0.245], [-0.209, -0.172, 0.698], [0.011, -0.102, 0.012], [0.067, -0.043, -0.054], [-0.088, -0.089, -0.253], [-0.103, 0.028, -0.136], [0.149, 0.042, -0.104], [0.085, 0.175, 0.009], [-0.004, -0.060, 0.028], [0.204, 0.013, -0.075], [0.176, 0.188, 0.032], [-0.027, -0.016, 0.037], [-0.089, 0.052, -0.141], [-0.076, -0.080, -0.108], [-0.092, 0.004, 0.107], [-0.034, -0.144, 0.165], [0.234, -0.025, -0.201], [0.232, 0.068, -0.249], [0.129, -0.262, -0.163], [-0.063, 0.056, 0.011], [0.035, -0.073, 0.191], [0.008, 0.082, 0.141], [-0.157, -0.022, 0.016], [-0.157, 0.110, -0.072]],
  "total_charge": 1,
  "spin_multiplicity": 1,
  "homo_lumo_gap_ha": 0.250,
  "lumo_ha": -0.1457,
  "homo_energy_ev": -10.8
}

Entry 4:
{
  "formula": "C4H5NO",
  "method": "ωB97M-V/def2-TZVPD",
  "elements": ["C", "C", "N", "H", "H", "H", "C", "C", "O", "H", "H"],
  "xyz": [[2.995, 0.467, 0.672], [2.111, 0.022, -0.181], [1.343, -0.275, -1.102], [3.939, 0.076, 0.710], [2.882, 1.108, 1.431], [0.652, -0.959, -1.032], [-2.983, 0.046, 0.339], [-2.617, -0.305, -0.803], [-2.028, -0.563, -1.747], [-4.035, -0.127, 0.731], [-2.260, 0.509, 0.980]],
  "atomic_forces_ev_per_a": [[-0.934, -1.599, -2.164], [-1.291, -0.282, -1.151], [2.391, 2.203, 0.938], [2.229, -1.377, -0.418], [-1.313, 2.595, 2.375], [-1.109, -1.538, 0.402], [-3.931, 0.642, 4.405], [1.699, -0.363, -1.591], [0.404, -0.730, -2.254], [1.646, 0.283, -0.669], [0.208, 0.166, 0.127]],
  "spin_multiplicity": 1,
  "smiles": "C=C=N.C=C=O",
  "de_lowest_kj_mol": 305.63,
  "homo_lumo_gap_ha": 0.354,
  "lumo_ha": 0.0224,
  "homo_energy_ev": -9.0
}

Please write out number 4 again, unchanged.
{
  "formula": "C4H5NO",
  "method": "ωB97M-V/def2-TZVPD",
  "elements": ["C", "C", "N", "H", "H", "H", "C", "C", "O", "H", "H"],
  "xyz": [[2.995, 0.467, 0.672], [2.111, 0.022, -0.181], [1.343, -0.275, -1.102], [3.939, 0.076, 0.710], [2.882, 1.108, 1.431], [0.652, -0.959, -1.032], [-2.983, 0.046, 0.339], [-2.617, -0.305, -0.803], [-2.028, -0.563, -1.747], [-4.035, -0.127, 0.731], [-2.260, 0.509, 0.980]],
  "atomic_forces_ev_per_a": [[-0.934, -1.599, -2.164], [-1.291, -0.282, -1.151], [2.391, 2.203, 0.938], [2.229, -1.377, -0.418], [-1.313, 2.595, 2.375], [-1.109, -1.538, 0.402], [-3.931, 0.642, 4.405], [1.699, -0.363, -1.591], [0.404, -0.730, -2.254], [1.646, 0.283, -0.669], [0.208, 0.166, 0.127]],
  "spin_multiplicity": 1,
  "smiles": "C=C=N.C=C=O",
  "de_lowest_kj_mol": 305.63,
  "homo_lumo_gap_ha": 0.354,
  "lumo_ha": 0.0224,
  "homo_energy_ev": -9.0
}